Record 1
{"formula": "C17H13N2O2S4Y", "method": "wB97M-V/def2-TZVPD", "species": ["Y", "C", "O", "C", "C", "C", "C", "C", "C", "N", "N", "C", "C", "O", "C", "C", "C", "C", "C", "C", "C", "C", "H", "H", "H", "H", "H", "H", "H", "H", "H", "H", "H", "H", "H", "S", "S", "S", "S"], "xyz": [[-2.68776, 0.04440, -0.59640], [-2.75619, -0.17785, -3.83952], [-1.89597, -0.37161, -2.77194], [-0.54350, -0.17149, -3.05120], [0.04617, 0.02701, -4.31508], [1.40882, 0.16179, -4.47630], [2.24816, 0.29996, -3.37367], [1.70199, 0.09517, -2.11021], [0.34040, -0.18016, -1.93776], [-0.22097, -0.32196, -0.63399], [0.64742, -0.39988, 0.29098], [0.36303, -0.17681, 1.59302], [-0.91376, 0.04969, 2.15514], [-1.87679, 0.30347, 1.37862], [-1.16196, 0.13090, 3.55985], [-0.10223, -0.03250, 4.42486], [1.21097, -0.21039, 3.94690], [2.29996, -0.09936, 4.87587], [3.59862, 0.03179, 4.41269], [3.81991, 0.24208, 3.05886], [2.76781, 0.12331, 2.17895], [1.46652, -0.10188, 2.54218], [-2.85391, 0.90686, -3.94274], [-3.70218, -0.62448, -3.45581], [-2.43722, -0.63905, -4.80626], [-0.59573, 0.00071, -5.17605], [1.78588, 0.27713, -5.46815], [3.22940, 0.53635, -3.58430], [2.31564, 0.07169, -1.20365], [-2.14151, 0.27667, 3.84307], [-0.31846, 0.00016, 5.48799], [2.01454, 0.05410, 5.95015], [4.43326, 0.11815, 5.18008], [4.83832, 0.31371, 2.60781], [2.95971, 0.09660, 1.15965], [-4.20502, -2.33085, -0.53233], [-5.64539, -1.07563, -1.33600], [-5.33162, 0.72344, -0.46485], [-4.10634, 2.02874, -1.57044]], "forces_ev_per_a": [[-0.1, -1.1, 0.7], [-2.0, 0.1, -1.1], [2.6, -0.4, 0.4], [2.1, 0.1, 0.7], [-1.6, -0.8, 0.7], [-0.1, 0.7, 0.7], [-2.6, -0.9, 0.0], [0.3, -0.2, 0.0], [-0.1, -0.1, -0.4], [-0.8, 0.3, -0.2], [0.3, 1.0, 0.4], [0.4, -0.7, 0.9], [0.2, 0.5, -0.2], [-1.8, -0.1, -1.0], [3.4, -0.7, 0.0], [-2.2, -0.2, -0.5], [1.5, 1.4, 0.2], [-1.0, 0.2, -0.2], [0.8, 0.8, 2.0], [0.8, -1.0, -0.7], [0.7, -0.3, 0.3], [-0.7, -0.9, 1.3], [-0.4, -0.2, -0.5], [0.4, 0.4, -0.9], [-0.2, 0.1, 1.0], [0.0, 0.1, -0.3], [0.2, 0.1, -0.5], [2.1, 0.3, 0.2], [-0.2, 0.3, -0.5], [-1.9, 0.4, 0.7], [0.3, 0.0, 0.0], [0.6, -0.6, -1.1], [-1.1, -0.1, -1.2], [-0.9, 0.2, 0.7], [0.5, 0.4, -1.8], [0.7, 0.6, -0.1], [-0.1, -0.4, -0.6], [-0.2, 1.1, 0.6], [0.0, -0.2, 0.0]], "nbo_charge": [1.777, -0.261, -0.567, 0.257, -0.263, -0.192, -0.206, -0.214, 0.130, -0.401, -0.126, 0.014, 0.434, -0.798, -0.278, -0.093, -0.104, -0.163, -0.233, -0.187, -0.200, -0.006, 0.207, 0.231, 0.196, 0.221, 0.218, 0.217, 0.239, 0.227, 0.216, 0.218, 0.221, 0.221, 0.211, -0.550, -0.011, -0.051, -0.550], "lumo_ev": -1.39, "total_energy_ev": -69301.802, "max_force_ev_per_a": 3.487, "e_homo_ev": -7.663}



Record 2
{"formula": "C31H51N2O20", "method": "wB97M-V/def2-TZVPD", "species": ["C", "C", "O", "O", "C", "N", "C", "C", "N", "C", "C", "H", "H", "H", "H", "H", "H", "H", "H", "H", "H", "H", "H", "H", "H", "H", "C", "C", "C", "O", "C", "O", "O", "H", "H", "H", "H", "H", "H", "C", "C", "C", "O", "C", "O", "O", "H", "H", "H", "H", "H", "H", "C", "C", "C", "O", "C", "O", "O", "H", "H", "H", "H", "H", "H", "C", "C", "C", "O", "C", "O", "O", "H", "H", "H", "H", "H", "H", "C", "C", "C", "O", "C", "O", "O", "H", "H", "H", "H", "H", "H", "C", "C", "C", "O", "C", "O", "O", "H", "H", "H", "H", "H", "H"], "xyz": [[-4.98772, 4.28041, 3.32985], [-5.40992, 3.47421, 2.03053], [-4.66174, 2.55046, 1.69929], [-6.55618, 3.91183, 1.35640], [-6.60042, 3.46693, 0.00455], [-5.89063, 4.40282, -0.96641], [-6.10216, 5.85590, -0.65023], [-4.95086, 6.54190, 0.17312], [-3.59713, 6.31365, -0.39548], [-3.38792, 4.83760, -0.39206], [-4.45580, 4.01108, -1.20010], [-4.37210, 5.17150, 3.02731], [-4.51155, 3.62497, 4.09964], [-5.95467, 4.68081, 3.76563], [-6.30125, 2.39255, -0.14551], [-7.69101, 3.51843, -0.30419], [-6.37804, 4.23695, -1.86217], [-6.23455, 6.40752, -1.62916], [-7.06281, 6.00066, -0.06845], [-5.01064, 6.30268, 1.28053], [-5.14240, 7.65918, 0.10435], [-2.95767, 6.65720, 0.33575], [-3.23844, 4.51592, 0.67647], [-2.39347, 4.65991, -0.90904], [-4.24315, 4.16652, -2.29363], [-4.29982, 2.91334, -0.99170], [3.08438, 3.20365, -2.36011], [1.66315, 3.63248, -2.03970], [1.36966, 5.06982, -2.36392], [0.34168, 5.39308, -1.42674], [0.52322, 4.58149, -0.35299], [-0.02443, 4.71927, 0.70354], [1.41155, 3.59263, -0.62821], [3.53239, 3.82707, -3.13679], [3.72267, 3.22294, -1.47548], [3.08787, 2.17820, -2.73474], [0.94692, 2.96204, -2.52629], [1.01494, 5.19917, -3.38701], [2.21944, 5.73669, -2.19462], [0.40078, -0.69164, -1.34164], [1.57722, -1.34846, -2.04466], [2.42930, -2.19191, -1.13735], [3.70873, -2.12344, -1.76610], [3.75294, -0.94353, -2.43599], [4.74342, -0.46350, -2.89767], [2.52274, -0.37031, -2.50735], [0.10139, -1.24336, -0.44743], [0.61987, 0.34244, -1.06594], [-0.46670, -0.66916, -2.00682], [1.21915, -1.91926, -2.93320], [2.08326, -3.21598, -1.08361], [2.51678, -1.79279, -0.12106], [-6.89383, -1.02531, 3.78650], [-6.92966, -0.75413, 2.29171], [-7.24342, 0.67155, 1.93624], [-7.86056, 0.54570, 0.65710], [-8.43077, -0.69246, 0.61939], [-9.20120, -1.05409, -0.21079], [-8.00670, -1.45787, 1.66108], [-6.67618, -0.12081, 4.35888], [-7.83193, -1.45495, 4.14071], [-6.10552, -1.74432, 4.01768], [-5.99561, -1.08263, 1.82472], [-6.34661, 1.29024, 1.87108], [-7.95399, 1.14462, 2.62184], [6.74461, -3.38510, -0.36979], [6.28494, -4.38825, 0.67305], [6.57778, -5.81633, 0.31598], [5.54137, -6.52195, 0.99813], [4.49146, -5.66719, 1.10488], [3.38737, -5.98513, 1.43008], [4.85656, -4.39605, 0.78536], [7.56094, -3.77455, -0.98156], [5.92552, -3.07861, -1.02240], [7.11900, -2.48191, 0.11767], [6.69728, -4.13257, 1.65363], [7.56009, -6.13660, 0.66490], [6.49497, -6.02322, -0.75524], [-0.68302, -7.28573, -3.87173], [0.39468, -6.21662, -3.93706], [0.86303, -5.73862, -2.59410], [1.28272, -4.40251, -2.87536], [0.55519, -3.97539, -3.93400], [0.48944, -2.83993, -4.31669], [-0.10557, -5.00674, -4.51981], [-0.65176, -7.83716, -2.92976], [-1.67965, -6.86222, -4.00485], [-0.53602, -8.01455, -4.67112], [1.23325, -6.56105, -4.54983], [1.69258, -6.33266, -2.20881], [0.06979, -5.70526, -1.84178], [7.73954, 0.37032, 2.98705], [7.24501, -1.04541, 3.23332], [6.94801, -1.34846, 4.67563], [7.17136, -2.75422, 4.74838], [8.08060, -3.05611, 3.78586], [8.65171, -4.09784, 3.69591], [8.26027, -2.00887, 2.93357], [7.41075, 1.05755, 3.76953], [8.82711, 0.40980, 2.91092], [7.33907, 0.74816, 2.04382], [6.37996, -1.26082, 2.59711], [5.91930, -1.10651, 4.94571], [7.62656, -0.84980, 5.37383]], "forces_ev_per_a": [[-2.4, 0.4, -0.6], [3.3, -0.8, 1.8], [-2.5, 2.1, -0.4], [1.9, -0.7, -0.6], [-2.4, -0.7, -0.2], [-0.2, -0.9, 0.4], [-0.2, 2.1, 0.3], [-0.3, 1.1, 0.1], [-1.3, -1.1, 0.7], [1.2, -0.1, 0.0], [2.1, 0.2, -0.5], [-0.4, -1.1, 0.4], [-0.2, 0.5, -1.1], [1.2, -0.2, -0.3], [0.2, 1.3, 0.2], [1.2, 0.0, 0.6], [0.2, 0.0, 0.5], [0.4, -0.8, 1.0], [1.1, -0.5, -0.7], [-0.1, -0.1, -1.2], [0.0, -1.3, 0.1], [-0.1, 0.0, -0.8], [-0.4, -0.3, -1.0], [-1.2, 0.0, 0.6], [-0.3, 0.0, 1.0], [-0.5, 1.2, -0.1], [0.0, -0.6, -0.2], [0.9, -0.3, -0.4], [0.0, 0.2, -0.5], [-0.1, -0.2, 0.4], [0.1, -0.2, 0.6], [0.0, 0.0, -0.6], [-0.7, 0.5, 0.2], [-0.1, 0.1, 0.1], [-0.1, 0.2, 0.0], [0.1, 0.1, 0.1], [-0.1, 0.1, 0.1], [-0.1, 0.1, 0.2], [0.0, -0.1, 0.0], [-0.4, 0.1, -0.3], [-0.9, -0.2, 0.0], [-0.1, -0.2, 0.4], [0.0, 0.4, -0.2], [0.4, 0.3, -0.3], [-0.3, -0.2, 0.2], [0.6, -0.2, 0.0], [0.1, 0.0, 0.0], [0.2, -0.1, 0.1], [0.0, 0.0, 0.1], [0.6, 0.6, 1.0], [0.2, -0.1, 0.0], [0.0, 0.1, -0.1], [0.3, -0.4, 0.1], [0.1, -0.2, 0.9], [0.3, 0.5, 0.1], [0.0, 0.0, -0.1], [-0.7, -0.8, -0.4], [0.4, 0.3, 0.2], [0.0, 0.6, -0.6], [-0.1, 0.0, -0.1], [0.0, 0.2, -0.1], [-0.1, 0.0, 0.0], [-0.1, 0.1, -0.1], [-0.3, -0.4, -0.1], [0.0, -0.2, 0.1], [0.1, 0.5, 0.2], [0.5, 0.7, -0.6], [0.5, -0.3, 0.1], [-0.4, 0.3, 0.0], [-0.5, -0.1, 0.2], [0.3, 0.1, -0.2], [-0.2, -0.6, 0.2], [-0.1, -0.1, 0.1], [0.0, -0.2, 0.0], [0.0, 0.0, -0.1], [0.0, -0.2, 0.0], [-0.2, -0.1, 0.1], [0.0, 0.2, 0.0], [0.0, -0.3, -0.4], [-0.5, -0.8, 0.0], [0.4, -0.4, 0.4], [-0.2, 0.3, -0.3], [-0.4, 0.2, -0.8], [-0.1, -0.9, -0.1], [0.4, 0.7, 0.3], [0.0, 0.1, 0.0], [0.1, 0.1, 0.2], [-0.1, 0.1, 0.1], [0.0, 0.1, 0.1], [0.0, 0.2, 0.0], [-0.1, 0.0, -0.1], [-0.1, 0.2, -0.5], [0.2, 0.9, -0.1], [-0.4, 0.1, 0.3], [0.3, -0.1, -0.3], [0.4, -0.5, 0.0], [-0.3, 0.3, 0.0], [-0.2, -0.5, 0.3], [0.0, -0.1, 0.0], [-0.1, -0.1, 0.2], [0.1, 0.0, 0.1], [0.0, -0.1, 0.1], [0.1, -0.2, 0.0], [0.1, 0.1, -0.1]], "lowdin_charge": [0.035, -0.442, 0.068, 0.010, -0.102, -0.061, -0.075, -0.189, -0.048, -0.176, -0.069, 0.085, 0.104, 0.101, 0.150, 0.177, 0.190, 0.154, 0.152, 0.108, 0.142, 0.124, 0.119, 0.128, 0.150, 0.147, 0.001, -0.325, -0.099, 0.050, -0.558, 0.136, 0.085, 0.091, 0.100, 0.069, 0.156, 0.144, 0.145, -0.005, -0.319, -0.100, 0.058, -0.548, 0.153, 0.071, 0.086, 0.079, 0.080, 0.111, 0.122, 0.144, -0.007, -0.316, -0.117, 0.040, -0.542, 0.179, 0.096, 0.085, 0.098, 0.086, 0.162, 0.094, 0.151, 0.005, -0.318, -0.094, 0.072, -0.552, 0.147, 0.076, 0.092, 0.077, 0.076, 0.140, 0.147, 0.142, -0.010, -0.320, -0.087, 0.048, -0.519, 0.144, 0.098, 0.089, 0.094, 0.085, 0.162, 0.149, 0.147, -0.012, -0.336, -0.105, 0.071, -0.563, 0.162, 0.072, 0.086, 0.095, 0.081, 0.153, 0.142, 0.143], "lumo_ev": -2.96, "total_energy_ev": -76898.249, "max_force_ev_per_a": 3.818, "charge": 1, "e_homo_ev": -11.925, "e_above_lowest_ev": 0.0000}



Record 3
{"formula": "C27H31AsMgN8O10S2", "method": "wB97M-V/def2-TZVPD", "species": ["Mg", "O", "C", "O", "C", "C", "C", "C", "C", "N", "H", "H", "H", "H", "N", "C", "C", "C", "C", "C", "C", "S", "O", "O", "N", "C", "N", "C", "C", "C", "N", "H", "H", "H", "H", "H", "H", "H", "H", "H", "O", "As", "O", "O", "C", "C", "C", "C", "C", "C", "S", "O", "O", "O", "H", "H", "H", "H", "H", "C", "N", "C", "C", "N", "N", "C", "C", "H", "H", "H", "H", "H", "H", "H", "H", "H", "H", "H", "H", "H"], "xyz": [[-0.30198, -0.19335, -0.07608], [-1.17146, -3.42973, 2.44072], [-0.65641, -2.41960, 1.94351], [-0.69983, -2.04655, 0.73937], [0.09760, -1.49517, 2.90840], [-0.05916, -1.65279, 4.28170], [0.57849, -0.76843, 5.13250], [1.36494, 0.23565, 4.58534], [1.47644, 0.30619, 3.20589], [0.85763, -0.53758, 2.38359], [-0.68659, -2.46072, 4.63140], [0.45855, -0.85107, 6.20721], [1.86574, 0.96773, 5.20579], [2.05989, 1.08669, 2.72962], [2.63349, 4.27722, -5.62261], [2.00230, 3.06110, -5.28709], [0.80337, 3.06294, -4.58003], [0.22054, 1.86894, -4.20001], [0.81898, 0.66078, -4.52484], [2.01147, 0.64930, -5.22845], [2.59943, 1.84446, -5.61241], [0.05315, -0.85251, -3.98507], [-1.37661, -0.61658, -4.06886], [0.57050, -1.90436, -4.83297], [0.40730, -1.00588, -2.43961], [1.67851, -1.01298, -2.01302], [2.75978, -1.13238, -2.81228], [3.93908, -1.06255, -2.21516], [4.11598, -0.89291, -0.85488], [2.95131, -0.76549, -0.10706], [1.76019, -0.83586, -0.66423], [2.00183, 5.06370, -5.59929], [3.12613, 4.24152, -6.50195], [0.34549, 4.00396, -4.29269], [-0.69701, 1.86895, -3.62892], [2.47358, -0.30204, -5.45663], [3.54589, 1.83873, -6.14402], [4.80249, -1.14070, -2.87302], [5.09580, -0.82307, -0.40557], [2.96307, -0.58973, 0.96161], [-0.08054, 3.26332, 2.44725], [-1.60487, 2.54026, 1.85529], [-1.63219, 3.47180, 0.16886], [-1.20665, 1.00425, 1.37510], [-0.81763, 4.38927, -0.34727], [-1.32164, 5.69096, -0.52830], [-0.57836, 6.68575, -1.13314], [0.71264, 6.42136, -1.58445], [1.23135, 5.14847, -1.41052], [0.49601, 4.14027, -0.79755], [1.24829, 2.52369, -0.69635], [1.68226, 2.31686, 0.68525], [2.34697, 2.52865, -1.63434], [0.12854, 1.64241, -1.06989], [0.65155, 2.90253, 1.90401], [-2.33164, 5.87325, -0.18082], [-1.00989, 7.67356, -1.25620], [1.30279, 7.19065, -2.06837], [2.21920, 4.89298, -1.77456], [-3.64425, -1.07741, 1.06277], [-4.12960, 0.01339, 0.23693], [-4.95642, 0.96609, 0.94698], [-3.40780, 0.37695, -0.87214], [-2.27567, -0.14082, -1.15273], [-4.06211, 1.33839, -1.67608], [-3.20747, 2.02735, -2.62865], [-5.32314, 0.89494, -2.24743], [-4.49917, -1.53299, 1.56929], [-2.92745, -0.71659, 1.80443], [-3.13416, -1.81528, 0.45024], [-4.42410, 1.37608, 1.81261], [-5.86120, 0.46787, 1.31122], [-5.23536, 1.78954, 0.29622], [-1.99623, 0.01594, -2.11815], [-2.94179, 1.40838, -3.49692], [-2.29813, 2.33864, -2.11357], [-3.73170, 2.91846, -2.98123], [-5.93360, 0.42082, -1.48071], [-5.16906, 0.17724, -3.06652], [-5.86523, 1.75727, -2.64451]], "forces_ev_per_a": [[-0.5, -0.1, 0.4], [0.0, 0.0, 0.0], [-0.1, 0.0, -0.1], [0.1, 0.2, 0.0], [0.0, 0.0, 0.0], [0.0, 0.0, 0.0], [0.0, 0.0, 0.0], [0.0, 0.0, 0.0], [0.0, 0.0, -0.1], [0.1, -0.1, 0.0], [0.0, 0.0, 0.0], [0.0, 0.0, 0.0], [0.0, 0.0, 0.0], [0.0, 0.0, 0.0], [0.0, 0.0, 0.0], [0.0, 0.0, 0.0], [0.0, 0.0, 0.0], [0.0, 0.0, 0.1], [0.0, 0.0, 0.1], [0.0, 0.0, 0.0], [0.0, 0.1, 0.0], [0.2, -0.1, -0.2], [0.0, 0.1, 0.1], [0.0, 0.0, 0.1], [-0.2, 0.1, -0.2], [0.1, 0.1, 0.1], [-0.1, 0.0, 0.1], [0.0, 0.0, -0.1], [0.0, 0.0, 0.2], [0.0, -0.1, -0.2], [0.0, 0.2, 0.0], [0.0, 0.0, 0.0], [0.0, 0.0, 0.0], [0.0, 0.0, 0.0], [0.0, 0.0, 0.0], [0.0, 0.0, 0.0], [0.0, 0.0, 0.0], [0.0, 0.0, 0.0], [0.0, 0.0, 0.0], [0.0, 0.0, 0.0], [-0.3, 0.0, 0.1], [0.1, 0.3, 0.1], [0.0, 0.2, -0.1], [0.0, -0.3, -0.1], [0.0, -0.1, 0.1], [0.0, -0.1, 0.0], [0.1, 0.0, 0.0], [-0.1, 0.0, 0.0], [0.0, 0.0, 0.0], [0.0, 0.0, 0.1], [-0.3, 0.1, -0.3], [0.1, -0.1, 0.0], [0.0, 0.0, -0.1], [0.4, -0.3, 0.0], [0.1, 0.0, 0.0], [0.0, 0.0, 0.0], [0.0, 0.0, 0.0], [0.0, 0.0, 0.0], [0.0, 0.0, 0.0], [0.0, 0.0, 0.0], [0.0, 0.0, 0.1], [0.0, 0.0, 0.0], [-0.2, 0.2, -0.1], [0.3, -0.1, 0.1], [0.0, -0.2, -0.1], [0.0, 0.0, 0.0], [0.0, 0.1, 0.0], [0.0, 0.0, 0.0], [0.0, 0.0, 0.0], [0.0, 0.0, 0.0], [0.0, 0.0, 0.0], [0.0, 0.0, 0.0], [0.0, 0.0, 0.0], [-0.1, 0.0, -0.1], [0.0, 0.0, 0.0], [0.0, 0.0, 0.0], [0.0, 0.0, 0.0], [0.0, 0.0, 0.0], [0.0, 0.0, 0.0], [0.0, 0.0, 0.0]], "lowdin_charge": [0.601, -0.015, -0.628, -0.077, -0.178, -0.017, -0.087, -0.074, -0.138, 0.113, 0.105, 0.091, 0.093, 0.096, 0.075, -0.328, -0.033, -0.055, -0.272, -0.071, -0.044, 0.596, -0.352, -0.336, -0.086, -0.452, 0.139, -0.151, -0.071, -0.117, 0.083, 0.072, 0.069, 0.109, 0.086, 0.102, 0.099, 0.098, 0.082, 0.098, -0.409, 1.109, -0.321, -0.607, -0.360, -0.028, -0.117, -0.122, -0.082, -0.177, 0.492, -0.337, -0.303, -0.367, -0.046, 0.106, 0.087, 0.084, 0.105, -0.058, -0.152, -0.085, -0.428, 0.164, -0.169, -0.072, -0.081, 0.082, 0.074, 0.083, 0.055, 0.077, 0.076, 0.027, 0.078, 0.073, 0.086, 0.072, 0.091, 0.077], "lumo_ev": 4.50, "total_energy_ev": -148861.194, "max_force_ev_per_a": 0.622, "charge": -2, "e_homo_ev": -3.039, "e_above_lowest_ev": 0.0000}